(1)
DFT (ωB97M-V/def2-TZVPD) results for a single C4H2Cl2OS molecule.

Calculated values
largest force on an atom: 6.37 eV Å⁻¹
E_tot: -42105.4435 eV
Kohn-Sham gap: 0.329 Eh
energy relative to the best compared isomer or geometry (same formula, charge and spin): 154.92 kJ/mol
structure (SMILES): Sc1oc(Cl)cc1Cl
charge: 0

Element x y z (Å)
C 0.49522 0.54527 -0.13663
C -0.51400 -1.27537 -0.52554
C -0.73936 -1.00637 0.75750
C -0.28325 0.35320 0.90373
H 1.64028 1.46408 -2.02280
H -1.21579 -1.84321 1.57025
O 0.27351 -0.35512 -0.99389
S 1.64357 1.77293 -0.57498
Cl -1.20609 -2.41309 -1.59431
Cl -0.12693 1.42209 2.27720

Löwdin population analysis, charges in e, atoms 1 to 2: -0.842, -0.799

***

(2)
DFT (ωB97M-V/def2-TZVPD) results for a molecular structure, C19H36FeIN2O2P2S4.

Calculated values
largest force on an atom: 0.57 eV Å⁻¹
E_tot: -131765.6100 eV
Kohn-Sham gap (alpha / beta): 0.295 / 0.296 Eh
energy relative to the best compared isomer or geometry (same formula, charge and spin): 7.23 kJ/mol
charge: +1

Element x y z (Å)
Fe 0.10470 0.36914 -0.65708
O -0.02880 1.86896 0.59572
N -0.93621 2.82516 0.33134
C -1.16565 3.73720 1.30186
C -2.08105 4.73298 1.12783
C -2.77885 4.78767 -0.08136
C -2.53272 3.84586 -1.04559
C -1.59378 2.82428 -0.83986
S -1.26543 1.59109 -1.97856
H -0.57369 3.59559 2.19286
H -2.24945 5.44931 1.91747
H -3.51254 5.56360 -0.25290
H -3.06291 3.85059 -1.98709
C -3.32486 -3.80498 2.13983
C -2.18381 -3.21073 2.95570
S -1.19550 -1.99684 2.04407
C -1.55540 -0.44080 2.87630
C -2.92415 0.15547 2.58933
S -3.13330 0.48855 0.81898
C -4.64389 -0.41777 0.41236
C -4.57638 -1.94184 0.37726
S -4.80343 -2.76899 1.98589
H -3.65887 -4.73303 2.60707
H -2.98886 -4.06884 1.13555
H -1.50881 -4.00713 3.27655
H -2.56792 -2.73396 3.85932
H -0.77335 0.23831 2.52535
H -1.40446 -0.56364 3.95187
H -3.03817 1.09033 3.14110
H -3.71429 -0.52256 2.90701
H -4.88851 -0.05406 -0.58914
H -5.45187 -0.08284 1.06470
H -3.63165 -2.28311 -0.04159
H -5.37916 -2.29817 -0.27012
C 3.56923 0.62197 -1.19451
P 1.92769 0.58164 -1.97627
C 1.98352 1.97935 -3.13346
C 2.01846 -0.89445 -3.05594
C 0.59641 -1.27398 -3.47315
P -0.36674 -1.45669 -1.92622
C -2.07578 -1.68848 -2.49602
C 0.10128 -3.11066 -1.33320
H 4.35528 0.55744 -1.94829
H 3.66877 -0.22173 -0.51196
H 3.69546 1.54739 -0.63325
H 2.85705 1.90420 -3.78225
H 2.02906 2.91430 -2.57484
H 1.07632 1.99683 -3.73549
H 2.45074 -1.69383 -2.44606
H 2.68764 -0.73851 -3.90351
H 0.57021 -2.17673 -4.08542
H 0.12985 -0.47357 -4.05513
H -2.12757 -2.49946 -3.22475
H -2.44272 -0.76881 -2.94754
H -2.71147 -1.93078 -1.64660
H -0.01524 -3.86425 -2.11266
H -0.52714 -3.36421 -0.47927
H 1.13441 -3.09612 -0.98605
N 2.16192 0.75737 2.05415
C 1.94620 -0.48363 1.61082
O 1.22227 -0.75080 0.63236
C 2.71879 -1.58411 2.27969
I 2.15773 -1.87644 4.31973
H 1.58388 1.51081 1.67628
H 2.68929 0.89838 2.90007
H 3.77436 -1.32876 2.32364
H 2.57264 -2.51199 1.73979

Löwdin population analysis, charges in e, atoms 1 to 2: -0.059, -0.259

***

(3)
DFT (ωB97M-V/def2-TZVPD) results for 2 unconnected molecules or ions with the total composition C5H11NO.

Calculated values
largest force on an atom: 4.84 eV Å⁻¹
E_tot: -8898.6695 eV
Kohn-Sham gap: 0.348 Eh
energy relative to the best compared isomer or geometry (same formula, charge and spin): 292.14 kJ/mol
structure (SMILES): C=C/C=C/CN.O
charge: 0

Element x y z (Å)
N -2.54384 -0.25294 -0.38128
C -1.52684 0.54917 -1.10372
C 2.30052 0.58666 1.25904
C 2.14035 0.52285 -0.08944
C 0.86945 0.45926 -0.75413
C -0.30388 0.78287 -0.35196
H -2.89100 0.34692 0.44609
H -3.32621 -0.59398 -1.03854
H -1.30008 -0.01227 -2.02096
H -1.94835 1.59990 -1.33184
H 3.31618 0.43864 1.71307
H 1.53568 0.82395 1.96331
H 3.10337 0.49620 -0.55967
H 0.97984 0.17295 -1.84779
H -0.67410 1.25204 0.62940
H -1.03512 -1.78505 0.74097
H 0.32469 -1.29334 1.21051
O -0.14446 -2.13503 1.12571

Löwdin population analysis, charges in e, atoms 1 to 2: -0.045, -0.329

***

(4)
DFT (ωB97M-V/def2-TZVPD) results for 7 unconnected molecules or ions with the total composition C27H72N10O11.

Calculated values
largest force on an atom: 9.26 eV Å⁻¹
E_tot: -66580.0216 eV
Kohn-Sham gap: 0.291 Eh
energy relative to the best compared isomer or geometry (same formula, charge and spin): 820.31 kJ/mol
structure (SMILES): COCCNCCOC.COCCNCCOC.COCCNCCOC.COCCNCCOC.NC(N)=O.NC(N)=O.NC(N)=O
charge: 0

Element x y z (Å)
C 8.46356 -3.81801 -3.93876
O 7.70362 -5.05887 -4.12793
C 7.92180 -5.59422 -5.43447
C 7.40780 -6.97903 -5.68607
N 7.58661 -7.72642 -4.43977
C 6.50938 -8.67588 -4.09863
C 6.66846 -9.23806 -2.66056
O 7.01861 -8.19600 -1.84941
C 7.21159 -8.55919 -0.42233
H 8.13457 -3.09665 -4.68676
H 9.54764 -3.91853 -3.99121
H 8.26859 -3.43650 -2.93649
H 8.97814 -5.59813 -5.70325
H 7.35563 -4.96830 -6.12423
H 7.94731 -7.48011 -6.48978
H 6.33795 -6.94656 -5.89216
H 7.68859 -6.97648 -3.77097
H 6.58113 -9.48323 -4.82741
H 5.53620 -8.18495 -4.09850
H 7.47482 -9.96205 -2.54340
H 5.71134 -9.62026 -2.30569
H 7.64491 -7.69463 0.08053
H 7.84881 -9.43111 -0.27463
H 6.25759 -8.82541 0.03275
C -1.00979 0.85580 6.60299
O -1.42639 0.06229 7.72871
C -2.66415 -0.59300 7.63418
C -3.72114 0.43615 8.17214
N -3.64359 0.67820 9.57650
C -3.81413 -0.47236 10.43356
C -3.34843 -0.09563 11.89553
O -1.92598 0.21357 11.72482
C -1.23929 1.02093 12.63325
H -0.73567 0.24574 5.74230
H -0.13431 1.47752 6.79040
H -1.77621 1.62147 6.48277
H -2.69189 -1.55799 8.14029
H -2.88220 -0.93369 6.62201
H -4.74763 0.07024 8.14908
H -3.60324 1.30074 7.51894
H -2.82811 1.18194 9.89485
H -3.08525 -1.22726 10.13870
H -4.88046 -0.69339 10.48036
H -3.58820 -0.86766 12.62667
H -3.83240 0.84037 12.17441
H -1.60190 2.04649 12.56364
H -0.15016 1.03007 12.59058
H -1.58795 0.72191 13.62175
C -0.57511 1.60105 -1.01049
O 0.04149 0.91293 -2.17773
C 1.42614 1.20772 -2.48053
C 2.30052 0.43414 -1.53209
N 1.94151 -0.94947 -1.16960
C 2.48321 -1.83003 -2.22006
C 1.62761 -3.09442 -2.05038
O 0.30393 -2.97005 -2.35206
C -0.60471 -2.75292 -1.37315
H -0.83920 0.76771 -0.35941
H -1.34431 2.35850 -1.16117
H 0.29217 1.99319 -0.47931
H 1.66440 2.26940 -2.54518
H 1.54853 0.90075 -3.51922
H 2.18397 0.97058 -0.59041
H 3.35433 0.42205 -1.81037
H 0.93782 -0.97835 -1.27857
H 3.49910 -2.21196 -2.11903
H 2.26829 -1.52776 -3.24502
H 1.70930 -3.66612 -1.12595
H 1.93062 -3.78895 -2.83391
H -1.46138 -2.35467 -1.91686
H -0.28227 -2.12590 -0.54191
H -0.83752 -3.66676 -0.82652
C -5.21641 8.06382 -4.42915
O -6.53507 8.68247 -4.29853
C -6.69337 9.75942 -3.35610
C -8.04349 10.49323 -3.37612
N -8.97941 9.50730 -3.79942
C -10.22721 9.89459 -4.33847
C -11.04670 8.70450 -4.68100
O -10.48508 8.06372 -5.88422
C -11.34555 7.01264 -6.43151
H -5.34640 7.25349 -5.14648
H -4.87632 7.81881 -3.42297
H -4.49957 8.80642 -4.77957
H -5.92799 10.50773 -3.56185
H -6.44015 9.41761 -2.35254
H -7.97998 11.16916 -4.22887
H -8.35553 11.11610 -2.53781
H -8.48679 8.67326 -4.08543
H -9.88858 10.47080 -5.19952
H -10.67550 10.63523 -3.67621
H -12.10032 8.97239 -4.60214
H -10.77947 7.98856 -3.90375
H -12.40056 7.21268 -6.61872
H -11.33083 6.09583 -5.84215
H -11.02116 6.97311 -7.47137
C -2.69893 -10.63309 -4.08768
O -1.66029 -11.18886 -4.42233
N -2.93104 -9.55703 -3.42750
N -3.81195 -11.22145 -4.37772
H -3.87547 -9.26715 -3.21745
H -2.10949 -8.98476 -3.29456
H -3.95640 -12.02061 -4.97820
H -4.59303 -10.58146 -4.35672
C 6.88768 0.45719 3.68917
O 6.45703 1.59386 3.36852
N 7.83399 0.34091 4.52575
N 6.40200 -0.70502 3.34533
H 8.27545 1.22881 4.71773
H 7.90310 -0.50013 5.08070
H 5.67372 -0.64780 2.64789
H 6.74514 -1.51549 3.84080
C 4.40401 6.63500 0.51808
O 3.96167 7.62184 -0.02958
N 4.22638 6.37589 1.70025
N 5.29653 5.80928 -0.01393
H 4.69398 5.54853 2.04220
H 3.70987 7.07507 2.21450
H 5.55105 5.90043 -0.98707
H 5.84222 5.12882 0.49527

Löwdin population analysis, charges in e, atoms 1 to 2: -0.070, -0.201

***

- largest force on an atom of number 3 (C5H11NO)?
  4.84 eV Å⁻¹

***

- Which value of charge does entry 1 give?
  0